Entry from the OMol25 dataset: a cluster of 13 separate species, C27H80N2O13 in total in a non-equilibrium geometry (the ωB97M-V functional and the def2-TZVPD basis).

Values from the calculation:
energy above the lowest of the compared OMol25 structures with the same formula, charge and spin: 52.6 kcal per mole
max |F|: 14.12 eV/A
DFT total energy: -2163.917434 Eh
orbital gap: 8.818 eV

Positions of all 122 atoms, in Å:
C 3.301 0.524 2.003
O 4.682 0.840 2.205
H 3.233 -0.003 1.071
H 2.680 1.384 1.886
H 2.867 -0.089 2.774
H 4.866 1.777 2.089
C 4.122 2.229 -0.797
O 2.773 2.437 -0.625
H 4.404 1.239 -0.582
H 4.690 2.979 -0.205
H 4.416 2.411 -1.854
H 2.690 3.417 -0.593
C -1.555 0.550 -3.469
O -0.542 -0.107 -4.135
H -1.805 1.463 -3.956
H -1.213 0.773 -2.462
H -2.451 0.012 -3.301
H -0.468 0.434 -4.904
C -0.077 0.385 0.250
O 1.000 0.172 -0.652
H 0.108 0.369 1.364
H -0.838 -0.376 -0.016
H -0.432 1.340 0.035
H 1.623 0.840 -0.504
C -2.921 -2.279 1.590
O -2.429 -1.033 1.964
H -2.187 -2.931 1.151
H -3.703 -2.080 0.950
H -3.283 -2.900 2.389
H -2.726 -0.853 2.852
C -2.988 2.769 -0.393
O -2.434 3.982 -0.021
N -3.107 1.805 0.465
N -3.289 2.415 -1.617
H -2.741 1.914 1.435
H -3.627 0.953 0.139
H -3.144 3.108 -2.456
H -3.592 1.527 -1.908
C 3.832 -2.582 -1.928
C 3.578 -1.078 -2.171
C 4.823 -0.373 -2.735
O 2.530 -0.814 -2.844
H 3.154 -3.000 -1.208
H 4.839 -2.710 -1.585
H 3.662 -3.308 -2.781
H 3.499 -0.654 -1.160
H 5.121 -0.823 -3.678
H 5.659 -0.443 -2.016
H 4.533 0.631 -3.032
H 1.812 -0.613 -2.222
C -0.869 -0.185 6.589
C 0.153 0.497 5.721
C 0.239 0.067 4.248
O -0.045 1.747 5.728
H -1.851 -0.010 6.295
H -0.927 0.272 7.625
H -0.676 -1.238 6.697
H 1.108 0.418 6.172
H 0.826 -0.823 4.167
H 0.871 0.771 3.743
H -0.714 -0.169 3.790
H 0.877 2.130 5.697
C 0.018 -2.816 -2.153
C -0.549 -4.158 -1.658
C -1.383 -4.759 -2.766
O 0.278 -5.053 -1.338
H -0.575 -2.518 -2.970
H 1.051 -2.925 -2.439
H -0.075 -2.115 -1.328
H -1.220 -3.841 -0.822
H -0.812 -4.897 -3.676
H -2.188 -4.095 -3.068
H -1.941 -5.663 -2.447
H 0.844 -4.736 -0.597
C 2.153 3.938 -3.507
C 0.741 3.399 -3.200
C 0.188 4.010 -1.958
O -0.083 3.364 -4.105
H 2.900 3.278 -3.147
H 2.326 4.890 -3.028
H 2.377 4.106 -4.566
H 0.984 2.385 -2.890
H -0.521 3.276 -1.503
H -0.275 5.011 -2.182
H 1.036 4.209 -1.179
H -0.153 4.334 -4.389
C -5.949 -1.762 -2.291
C -4.743 -1.377 -1.441
C -3.369 -2.049 -1.837
O -4.502 -0.185 -1.377
H -6.782 -1.070 -2.068
H -6.166 -2.764 -2.054
H -5.681 -1.697 -3.334
H -5.005 -1.611 -0.440
H -2.459 -1.466 -1.566
H -3.410 -2.233 -2.920
H -3.251 -3.078 -1.344
H -5.325 0.325 -1.110
C 0.760 -2.694 1.900
C 1.166 -4.219 1.858
C -0.122 -5.085 1.971
O 1.856 -4.540 0.814
H 0.232 -2.412 1.013
H 1.625 -2.077 1.768
H 0.142 -2.489 2.818
H 1.653 -4.402 2.810
H -0.786 -4.908 1.175
H -0.784 -4.782 2.810
H 0.083 -6.138 2.119
H 2.592 -5.082 1.057
C 0.818 3.320 1.810
C -0.224 4.201 2.254
C 0.137 4.883 3.564
O -0.653 5.083 1.517
H 0.803 2.383 2.433
H 1.795 3.738 1.823
H 0.490 3.105 0.723
H -1.125 3.630 2.311
H 0.347 4.189 4.405
H -0.787 5.339 3.874
H 0.920 5.644 3.567
H -1.326 4.598 1.001

Here are the Mulliken charges for atoms 1 to 2, given in e:
1. C 0.46
2. O -0.65